This record from the OMol25 dataset describes C14H14FeN2O2S2 as an isolated structure in a non-equilibrium geometry. The level of theory is ωB97M-V with the def2-TZVPD basis set.

Properties
**<S²>**: 8.792
**LUMO level (spin up / spin down)**: 2.9 / 2.3 eV
**Largest force on an atom**: 0.112 hartree/bohr
**Orbital gap (spin up / spin down)**: 4.44 / 7.18 eV
**Highest occupied orbital energy (spin up / spin down)**: -1.587 / -4.917 eV

Structure (ORCA input):
```
! RIJCOSX wB97M-V def2-TZVPD def2/J DEFGRID3
* xyz -1 6
C -0.8721 1.1039 -3.2856
C 0.5129 1.0040 -3.5973
C 1.1642 2.2287 -3.2449
C 0.1305 3.1601 -2.7707
C -1.1264 2.4101 -2.7087
Fe 0.2913 1.6501 -1.5781
N -1.0742 -1.5869 -1.8816
C -0.5568 -2.9009 -1.8977
C 0.3047 -1.4991 -1.6510
H 2.2266 2.4262 -3.3490
H 0.9831 0.1841 -4.1545
H 0.3072 4.1709 -2.4785
H -2.0735 2.7259 -2.2720
H -1.6294 0.3634 -3.5708
H 0.8711 -0.9638 -2.4385
H -0.3792 -3.4179 -2.8514
H -1.4776 -1.3244 -0.9556
H 0.5128 -1.2272 -0.5823
H -0.7854 -3.4280 -0.9631
O 3.0636 -0.5155 4.3903
S 2.4241 -0.8695 3.1441
O 2.6725 -2.1750 2.5785
N 2.5619 0.3515 1.9930
C 1.3988 0.8438 1.5916
S 1.2496 1.9998 0.3419
C 0.2392 0.3351 2.3380
C -1.1312 0.5530 2.1571
C -2.0356 -0.1729 2.9398
C -1.5807 -1.0764 3.9174
C -0.2072 -1.3286 4.0583
C 0.6726 -0.6183 3.2564
H -1.4427 1.3058 1.4285
H -3.1058 -0.0264 2.7938
H -2.2881 -1.6134 4.5505
H 0.1789 -2.0721 4.7522
*
```


This record from the OMol25 dataset describes a 15-piece molecular cluster, C60H105N15 overall in a non-equilibrium geometry. The level of theory is ωB97M-V with the def2-TZVPD basis set.

Properties
**LUMO level**: 0.3 eV
**Largest force on an atom**: 0.078 hartree/bohr
**Orbital gap**: 11.53 eV
**Highest occupied orbital energy**: -11.220 eV

Structure (ORCA input):
```
! RIJCOSX wB97M-V def2-TZVPD def2/J DEFGRID3
* xyz 0 1
C 2.1092 3.5868 0.1212
C 3.3073 3.7314 -0.8132
C 2.8680 3.8105 -2.2903
C 2.2170 2.5996 -2.6840
N 1.7116 1.5828 -2.9813
H 2.4501 3.2867 1.1234
H 1.3834 2.8601 -0.2320
H 1.5861 4.5382 0.2711
H 3.9515 2.8446 -0.6845
H 3.9420 4.5945 -0.6140
H 3.7340 3.9136 -2.9434
H 2.1662 4.6378 -2.4130
C -1.4745 -0.6003 -7.0369
C -1.0497 -0.1154 -5.6422
C -0.3577 -1.1390 -4.7363
C 0.9312 -1.5681 -5.3738
N 1.9437 -1.7819 -5.8552
H -2.2257 0.0712 -7.4634
H -1.7558 -1.6512 -7.1176
H -0.5581 -0.5887 -7.6207
H -1.9443 0.1648 -5.1049
H -0.4304 0.7708 -5.7580
H -1.0409 -1.9871 -4.7412
H -0.1496 -0.8378 -3.7286
C 5.9059 -2.6440 -3.3778
C 4.9942 -1.5063 -3.7935
C 3.7557 -1.3464 -2.9083
C 4.1880 -0.8662 -1.6014
N 4.5964 -0.3961 -0.6371
H 6.5646 -2.9739 -4.1931
H 5.3954 -3.5445 -3.0324
H 6.5363 -2.3530 -2.5405
H 4.5513 -1.6313 -4.7817
H 5.5707 -0.5821 -3.7809
H 3.3253 -2.3501 -2.7616
H 3.0273 -0.7390 -3.4111
C -0.5894 8.6913 0.3927
C -1.4989 7.4730 0.5307
C -0.6929 6.1323 0.6506
C -1.6519 4.9851 0.7229
N -2.4403 4.1336 0.7000
H 0.1316 8.8204 1.2255
H -1.1852 9.6099 0.3590
H 0.0486 8.5395 -0.4700
H -2.1801 7.3247 -0.3261
H -2.1400 7.6199 1.4042
H -0.0721 6.0387 1.5689
H -0.1505 6.1008 -0.2804
C 0.1975 3.5954 3.5673
C 0.1626 4.8574 4.4704
C -1.2413 5.5784 4.4164
C -2.3230 4.7156 4.9759
N -3.1560 4.0644 5.4074
H -0.5368 2.8357 3.8208
H 1.1756 3.1190 3.5697
H -0.0281 3.8933 2.5525
H 0.9340 5.5361 4.1136
H 0.4218 4.6195 5.5001
H -1.4707 5.7624 3.3707
H -1.2501 6.4911 5.0078
C 1.0865 -5.3274 -5.0525
C 1.0934 -4.5717 -3.7172
C 1.7029 -5.4200 -2.6245
C 3.1242 -5.6924 -2.9537
N 4.2127 -5.8797 -3.2526
H 0.5258 -4.7643 -5.7799
H 0.6302 -6.3249 -4.9535
H 2.0872 -5.4388 -5.4717
H 0.0553 -4.3095 -3.4768
H 1.5829 -3.5881 -3.7755
H 1.2654 -6.4219 -2.5374
H 1.6359 -4.8820 -1.6773
C 4.0627 -1.2441 5.0208
C 5.2937 -0.5693 4.4303
C 5.1054 -0.2052 2.9090
C 3.8879 0.6148 2.7487
N 2.9240 1.2561 2.7128
H 3.1265 -0.7157 4.8233
H 4.2072 -1.4195 6.1035
H 3.9315 -2.2405 4.6151
H 6.1284 -1.2740 4.5213
H 5.5506 0.3674 4.9582
H 4.8790 -1.0746 2.2988
H 5.9439 0.3138 2.4486
C 4.1184 -4.2039 0.1883
C 3.2400 -3.3015 1.0184
C 2.8583 -3.9811 2.4129
C 4.0590 -4.3120 3.1307
N 5.0289 -4.4649 3.6857
H 4.3102 -3.6636 -0.7389
H 3.7149 -5.1860 -0.0363
H 5.1037 -4.3481 0.6681
H 2.3195 -3.1321 0.4609
H 3.8243 -2.3804 1.1902
H 2.3323 -4.9214 2.1891
H 2.2400 -3.3444 3.0276
C -1.6428 3.9339 -5.6477
C -2.5471 3.3769 -4.4223
C -1.7454 3.0916 -3.1270
C -1.1767 4.4001 -2.6796
N -0.8242 5.4597 -2.4374
H -1.4995 5.0078 -5.6175
H -2.0750 3.7713 -6.6129
H -0.6453 3.4708 -5.6352
H -3.0269 2.4298 -4.7177
H -3.2713 4.1547 -4.1776
H -0.9274 2.4340 -3.3852
H -2.3051 2.6165 -2.3367
C -0.6549 1.3660 6.5971
C 0.3768 0.5981 5.6688
C -0.2951 -0.2612 4.5630
C -1.1748 -1.3313 5.0973
N -1.8498 -2.1509 5.5399
H -1.3276 0.7655 7.1863
H -1.2144 2.1252 6.0748
H -0.0736 1.9004 7.3587
H 1.0460 0.0467 6.3058
H 1.0206 1.3214 5.1363
H 0.4527 -0.6665 3.8576
H -0.8547 0.4638 3.9757
C -5.6602 2.4060 -2.7523
C -5.3956 3.0420 -1.4102
C -4.8006 2.0573 -0.4120
C -5.6837 0.9228 -0.0857
N -6.3979 0.0325 0.0881
H -6.2996 3.0440 -3.3597
H -6.1489 1.4392 -2.6831
H -4.7061 2.2715 -3.2474
H -6.3658 3.3779 -1.0220
H -4.7133 3.8872 -1.5051
H -4.6229 2.5493 0.5351
H -3.8728 1.6111 -0.7795
C 0.1027 -6.3841 1.0322
C -0.2376 -6.3618 2.5743
C -1.3334 -5.3299 2.9473
C -0.8719 -4.0008 2.5208
N -0.4833 -2.9949 2.1095
H 0.7876 -7.2045 0.8182
H 0.5607 -5.4504 0.7078
H -0.7937 -6.5254 0.4312
H 0.6593 -6.2310 3.1857
H -0.5881 -7.3646 2.8561
H -1.5545 -5.2446 4.0237
H -2.2656 -5.5316 2.4332
C -3.6234 0.7727 3.0635
C -3.8625 -0.6452 2.5532
C -4.6073 -1.4991 3.5457
C -4.4910 -2.9094 3.1605
N -4.2756 -3.9812 2.8025
H -3.3783 0.7060 4.1170
H -4.5309 1.3684 3.0401
H -2.8690 1.3340 2.5106
H -2.9461 -1.1857 2.2763
H -4.4537 -0.6216 1.6467
H -5.6732 -1.2999 3.6071
H -4.1820 -1.3713 4.5577
C -3.4104 -3.9635 -2.4712
C -2.5371 -3.5712 -1.2956
C -2.9812 -2.2428 -0.6016
C -3.0365 -1.1944 -1.6284
N -3.0220 -0.4557 -2.5163
H -3.5196 -3.1285 -3.1818
H -4.4446 -4.1371 -2.1775
H -3.0073 -4.8609 -2.9451
H -1.5103 -3.4165 -1.6199
H -2.6210 -4.3596 -0.5445
H -2.2058 -1.9768 0.1250
H -3.9589 -2.3777 -0.1014
C -0.8271 1.1227 -0.1507
C 0.0905 0.4063 0.8486
C 1.2833 -0.2335 0.1966
C 0.9086 -1.2942 -0.7419
N 0.6138 -2.1503 -1.4769
H -1.6373 1.6563 0.3759
H -1.2807 0.4635 -0.8771
H -0.2969 1.8777 -0.7539
H -0.4513 -0.4211 1.3135
H 0.4980 1.1546 1.5348
H 1.9004 -0.6776 0.9637
H 1.8844 0.4931 -0.3526
*
```


This record from the OMol25 dataset describes a 2-piece molecular cluster, C6H10N2O overall in a non-equilibrium geometry. The level of theory is ωB97M-V with the def2-TZVPD basis set.

Properties
**LUMO level**: 0.8 eV
**Largest force on an atom**: 0.082 hartree/bohr
**Orbital gap**: 8.73 eV
**Highest occupied orbital energy**: -7.898 eV

Structure (ORCA input):
```
! RIJCOSX wB97M-V def2-TZVPD def2/J DEFGRID3
* xyz 0 1
C 2.4228 -0.6961 0.5900
C 1.6616 0.0996 0.0985
C 0.9415 1.0599 -0.8069
N 0.9089 2.3199 -0.2158
O 0.9659 0.8894 -2.0232
H 2.9930 -1.4742 1.0178
H 0.4756 3.0414 -0.7737
H 1.5094 2.5068 0.5716
C -0.8299 -1.6637 1.2233
C -0.9794 -0.2161 0.8941
C -1.2542 0.2755 -0.3593
N -1.4343 -0.5502 -1.4782
H -0.3126 -1.7888 2.1726
H -1.8155 -2.1295 1.3139
H -0.2905 -2.1814 0.4309
H -1.0177 0.4762 1.7235
H -1.7513 1.2377 -0.4287
H -0.6602 -1.1906 -1.6189
H -1.5332 -0.0156 -2.3316
*
```


This record from the OMol25 dataset describes one molecule with the formula C6H15NSSi in a non-equilibrium geometry. The level of theory is ωB97M-V with the def2-TZVPD basis set.

Properties
**LUMO level**: 0.8 eV
**Largest force on an atom**: 0.049 hartree/bohr
**Orbital gap**: 9.61 eV
**Highest occupied orbital energy**: -8.837 eV

Structure (ORCA input):
```
! RIJCOSX wB97M-V def2-TZVPD def2/J DEFGRID3
* xyz 0 1
C -2.4431 0.6573 -0.9558
C -1.2273 1.4209 -0.4522
Si 0.1718 0.2312 0.0257
C 1.6911 1.1957 0.5711
C 1.5011 1.7287 1.9784
N 0.5224 -0.7816 -1.4373
C 0.0102 -2.0958 -1.1413
C 0.1796 -2.5019 0.3406
S -0.3573 -1.2600 1.4798
H -3.3296 1.2506 -1.2738
H -2.1830 0.0488 -1.8106
H -2.7935 -0.0748 -0.2418
H -1.4310 2.0449 0.4013
H -0.8384 2.0940 -1.2431
H 2.5060 0.4772 0.5073
H 1.8808 1.9885 -0.1494
H 2.2703 2.4060 2.3361
H 0.5337 2.2375 2.0424
H 1.4792 0.8887 2.6651
H 1.5073 -0.7938 -1.5626
H 0.4856 -2.8622 -1.7860
H -1.0596 -2.1146 -1.3869
H 1.2596 -2.7173 0.5208
H -0.3356 -3.4680 0.5722
*
```


This record from the OMol25 dataset describes C21H51IO15S5 as an isolated structure. The level of theory is ωB97M-V with the def2-TZVPD basis set.

Properties
**LUMO level**: -0.7 eV
**Largest force on an atom**: 0.005 hartree/bohr
**Orbital gap**: 8.86 eV
**Highest occupied orbital energy**: -9.546 eV

Structure (ORCA input):
```
! RIJCOSX wB97M-V def2-TZVPD def2/J DEFGRID3
* xyz 0 1
C 3.4151 -0.0347 3.6205
C 2.5988 -0.0746 2.3316
C 1.8913 1.2586 2.0176
C 0.4203 1.1249 1.5909
C -0.4790 2.1994 2.2047
C -1.8545 2.3635 1.5318
C -2.4973 1.0753 1.0055
C -3.0616 0.1790 2.1254
C -2.5303 -1.2393 2.1714
O -2.8606 -1.9103 0.9225
S -1.7526 -2.8996 0.3150
O -2.3385 -3.3328 -0.9324
O -0.5637 -1.8448 -0.0178
I -0.4836 -0.9712 -1.8139
H 4.2527 0.6616 3.5337
H 2.7871 0.3173 4.4444
H 3.8041 -1.0175 3.8862
H 3.2564 -0.3424 1.5005
H 1.8529 -0.8717 2.4073
H 1.9613 1.9183 2.8886
H 2.4349 1.7548 1.2092
H 0.3409 1.1912 0.5013
H 0.0496 0.1315 1.8490
H -0.6038 2.0001 3.2749
H 0.0569 3.1522 2.1510
H -1.7831 3.1010 0.7281
H -2.5519 2.7874 2.2630
H -1.8051 0.5104 0.3820
H -3.3185 1.3666 0.3466
H -4.1472 0.1042 2.0328
H -2.8623 0.6232 3.1057
H -3.0274 -1.7823 2.9737
H -1.4515 -1.2797 2.3336
O -2.9407 2.0181 -5.7849
S -2.4332 0.6794 -5.6911
O -1.1825 0.4766 -5.0203
O -2.3772 0.0493 -7.1415
C -1.7603 0.8659 -8.1789
C -0.2551 0.8978 -8.0737
C -3.6366 -0.3947 -4.9991
H -2.1940 1.8651 -8.1209
H -2.0948 0.4132 -9.1092
H 0.0655 1.4034 -7.1656
H 0.1554 1.4409 -8.9243
H 0.1580 -0.1108 -8.0622
H -4.5768 -0.2515 -5.5240
H -3.7307 -0.1200 -3.9502
H -3.2791 -1.4170 -5.0908
O -4.0111 -1.8977 5.0512
S -5.0445 -2.2997 5.9627
O -6.3040 -1.6255 5.9145
O -4.4623 -2.2628 7.4354
C -3.7866 -1.0459 7.8563
C -4.7543 0.0615 8.2062
C -5.3015 -4.0341 5.8550
H -3.0896 -0.7496 7.0720
H -3.2096 -1.3596 8.7232
H -5.2861 0.4211 7.3271
H -4.1995 0.8932 8.6420
H -5.4900 -0.2872 8.9304
H -4.3403 -4.5362 5.9169
H -5.7725 -4.2157 4.8913
H -5.9611 -4.3356 6.6642
O 1.4415 3.6955 -8.2267
S 0.7082 4.7467 -7.5830
O -0.1434 5.5788 -8.3773
O 1.7296 5.6461 -6.7642
C 2.9004 6.1334 -7.4695
C 2.5879 7.3083 -8.3690
C -0.1989 4.1315 -6.2089
H 3.3440 5.3031 -8.0196
H 3.5837 6.4158 -6.6714
H 1.9570 7.0141 -9.2058
H 3.5209 7.7145 -8.7617
H 2.0716 8.0899 -7.8122
H 0.4548 3.5188 -5.5939
H -1.0244 3.5392 -6.5986
H -0.5854 4.9807 -5.6520
O 4.9000 -3.3631 3.9115
S 5.2965 -4.7187 4.1539
O 6.3126 -4.9812 5.1257
O 5.6838 -5.3910 2.7708
C 6.6164 -4.6715 1.9199
C 8.0474 -4.8035 2.3895
C 3.8863 -5.7082 4.5023
H 6.2980 -3.6305 1.8617
H 6.4750 -5.1256 0.9416
H 8.2056 -4.2932 3.3379
H 8.7087 -4.3628 1.6425
H 8.3133 -5.8524 2.5184
H 3.1317 -5.5214 3.7436
H 3.5321 -5.4030 5.4846
H 4.1900 -6.7514 4.5139
*
```


This record from the OMol25 dataset describes a 2-piece molecular cluster, C7H10O overall in a non-equilibrium geometry. The level of theory is ωB97M-V with the def2-TZVPD basis set.

Properties
**LUMO level**: 0.9 eV
**Largest force on an atom**: 0.072 hartree/bohr
**Orbital gap**: 9.71 eV
**Highest occupied orbital energy**: -8.858 eV

Structure (ORCA input):
```
! RIJCOSX wB97M-V def2-TZVPD def2/J DEFGRID3
* xyz 0 1
C 1.1103 0.2657 2.2818
C 0.3780 -0.2081 1.0420
C -0.9014 -0.8018 1.1412
C -1.4576 -1.5623 0.0989
C -0.8047 -1.4507 -1.1990
C 0.3857 -0.7268 -1.3708
C 0.9468 -0.0979 -0.2723
H 1.6574 -0.5339 2.8091
H 0.4225 0.7505 2.9948
H 1.8377 1.0160 1.9291
H -1.4004 -1.0066 2.0976
H -2.3940 -2.1352 0.0757
H -1.2083 -1.9879 -2.0673
H 0.8253 -0.6660 -2.3751
H 1.9642 0.3137 -0.2410
O -0.1394 3.1748 -2.2215
H -0.9455 3.0088 -1.6822
H -0.2766 2.6479 -3.0412
*
```


Look up the largest force on an atom of the sixth one. 0.072 hartree/bohr


Repeat the fourth record exactly.
This record from the OMol25 dataset describes one molecule with the formula C6H15NSSi in a non-equilibrium geometry. The level of theory is ωB97M-V with the def2-TZVPD basis set.

Properties
**LUMO level**: 0.8 eV
**Largest force on an atom**: 0.049 hartree/bohr
**Orbital gap**: 9.61 eV
**Highest occupied orbital energy**: -8.837 eV

Structure (ORCA input):
```
! RIJCOSX wB97M-V def2-TZVPD def2/J DEFGRID3
* xyz 0 1
C -2.4431 0.6573 -0.9558
C -1.2273 1.4209 -0.4522
Si 0.1718 0.2312 0.0257
C 1.6911 1.1957 0.5711
C 1.5011 1.7287 1.9784
N 0.5224 -0.7816 -1.4373
C 0.0102 -2.0958 -1.1413
C 0.1796 -2.5019 0.3406
S -0.3573 -1.2600 1.4798
H -3.3296 1.2506 -1.2738
H -2.1830 0.0488 -1.8106
H -2.7935 -0.0748 -0.2418
H -1.4310 2.0449 0.4013
H -0.8384 2.0940 -1.2431
H 2.5060 0.4772 0.5073
H 1.8808 1.9885 -0.1494
H 2.2703 2.4060 2.3361
H 0.5337 2.2375 2.0424
H 1.4792 0.8887 2.6651
H 1.5073 -0.7938 -1.5626
H 0.4856 -2.8622 -1.7860
H -1.0596 -2.1146 -1.3869
H 1.2596 -2.7173 0.5208
H -0.3356 -3.4680 0.5722
*
```


The highest largest force on an atom belongs to which entry? C14H14FeN2O2S2


Which value of largest force on an atom does entry 4 give? 0.049 hartree/bohr